Record 1
# C38H98N6O14

A 8-piece molecular cluster, C38H98N6O14 overall (wB97M-V/def2-TZVPD, the OMol25 dataset).

Output
total energy: -78588.825 eV
SMILES: COCCNCCOC.COCCNCCOC.COCCNCCOC.COCCNCCOC.COCCNCCOC.COCCNCCOC.CO.CO
strongest force on any atom: 2.48 eV/A
energy relative to the best compared isomer or geometry (same formula, charge and spin): 59.5 kcal per mole

The geometry in XYZ format:
```
156
C38H98N6O14 (wB97M-V/def2-TZVPD)
O 8.0226 0.0181 -9.5526
O 1.0882 -1.6594 -3.6323
O -4.9882 -0.2724 -4.1698
O 1.1521 -1.1232 1.0192
O 0.6372 1.9201 -1.3508
O -1.1008 0.5252 -6.6917
O -3.3080 1.0043 3.9673
O 0.7407 6.1895 11.1366
O -1.4733 -2.9483 3.9394
O -3.6706 -5.4207 -1.6176
O -7.7382 3.1704 2.8622
O 1.3504 -6.3899 -0.6186
O 1.4579 3.2042 5.3554
O 6.5575 0.1210 -4.5788
N -2.4326 0.6436 -2.4082
N 1.5699 4.0002 8.2656
N -2.9588 -3.7903 1.5522
N -6.3926 0.9125 3.7216
N 1.1884 -3.5003 -0.9411
N 6.5393 -1.1956 -7.1256
C -7.1391 2.3022 1.9398
C -2.5731 -2.2243 3.4333
C 1.0518 -6.8277 0.7098
C 0.9290 4.5833 9.4317
C -7.0459 4.3815 3.1420
C 1.3450 5.9884 9.8738
C -3.0036 -3.9200 0.0927
C 8.5468 1.1993 -10.1051
C -0.1996 1.6848 -2.4599
C -3.2976 -0.5449 -2.4764
C 1.6861 -3.6945 -2.3251
C -5.9121 1.5829 2.5441
C -1.0244 0.4274 -2.0857
C 0.9704 0.1414 1.5958
C 7.7097 -0.5206 -5.1410
C -0.5510 1.8232 -6.9462
C 6.2305 -1.2028 -8.5963
C -3.9943 -6.7179 -2.0841
C 6.0463 -0.5440 -3.4479
C 7.7326 -0.5209 -6.6439
C -2.1107 1.6738 4.3302
C 2.3565 4.1220 5.9605
C 2.0405 2.3332 4.4193
C -4.7239 -0.1177 -2.7871
C -2.7579 -2.3747 1.9094
C -5.4387 0.0843 4.4528
C -6.3593 -0.4560 -4.4481
C -3.4170 -5.3514 -0.2048
C 1.6912 2.8238 -1.6275
C 1.1882 7.3848 11.7410
C 2.1390 -2.4542 -3.1407
C 2.2769 -2.8611 -0.1415
C -0.2678 -2.3010 3.6608
C 6.6301 0.1290 -9.2265
C 0.0595 -2.3384 -4.3137
C -4.2257 0.8427 5.0367
C 1.5748 4.8292 7.0650
C 2.1350 -1.3724 0.0640
H -1.5804 1.0279 5.0331
H -3.6866 0.2516 5.7927
H 6.1580 0.2024 -10.2171
H -7.8363 5.0351 3.5123
H 3.1288 -0.9660 0.3348
H 0.5292 0.8137 0.8533
H 1.9476 -0.7204 -0.8050
H -2.1550 -4.2718 1.9429
H -2.0495 -3.8199 -0.4436
H -2.5756 -6.0306 -0.0361
H -1.8304 -1.9962 1.4562
H 0.9807 8.2255 11.0762
H 3.1755 3.6102 6.4747
H 0.4351 -2.8187 -0.9825
H -2.5145 -1.1587 3.6692
H 9.5576 1.0627 -10.4844
H -4.4062 -6.4774 -3.0670
H -1.2567 2.4033 -7.5412
H -1.4531 1.8607 3.4792
H 8.5577 0.0938 -4.8202
H -3.5768 -1.7663 1.5266
H 0.9407 -4.3317 -2.8095
H -0.1770 -1.3211 4.1490
H 1.3010 1.7074 3.9253
H 2.4239 5.8286 9.9702
H 2.8876 -1.9082 -2.5638
H 5.4002 -1.3511 -3.8130
H -5.5752 0.8071 1.8504
H -0.5348 -0.4126 -2.5926
H -1.8166 0.6168 -6.0573
H 1.1992 3.0778 8.1048
H 3.2599 -2.9693 -0.5993
H 0.5897 7.5571 12.6391
H 0.3598 1.6852 -7.5257
H -6.3318 4.1872 3.9447
H -2.3012 2.6905 4.6827
H 2.6724 1.6200 4.9629
H 1.2492 3.9431 10.2618
H 7.8030 0.5065 -7.0117
H 1.2367 3.7613 -1.9667
H -0.9856 0.1756 -1.0227
H 8.5970 -1.1288 -6.9150
H -0.1518 4.3817 9.3508
H -7.0504 1.3440 4.3459
H 7.9213 1.6272 -10.8940
H -0.2031 -2.1435 2.5791
H -4.3374 -5.6088 0.3227
H 5.7178 -0.8493 -6.6449
H -4.4684 1.7986 5.5160
H -6.0154 -0.3228 5.2819
H -7.9074 1.5535 1.7180
H 6.7581 -0.9725 -2.7370
H 2.2024 3.1208 -0.7107
H 0.2734 -3.1550 -5.0095
H 1.9043 5.8510 7.2497
H 2.2016 7.3896 12.1504
H -0.7892 2.5307 -2.8282
H 6.3586 1.0330 -8.6785
H 2.7795 -2.7438 -3.9854
H 1.0065 6.7579 9.1795
H -6.5985 4.8725 2.2755
H -4.8307 -7.1384 -1.5151
H 5.4204 0.1394 -2.8732
H 2.7194 4.7696 5.1583
H 0.2563 -7.5685 0.6583
H -6.8526 0.4999 -4.2436
H 7.7949 -1.5369 -4.7525
H -3.6998 -3.2293 -0.3818
H -7.0421 2.8229 0.9756
H 2.6656 2.8107 3.6592
H 8.6507 1.9781 -9.3378
H 2.4397 2.4478 -2.3271
H -5.0052 0.8981 -2.4983
H 1.9471 0.5453 1.8892
H -2.9969 -1.3021 -3.2082
H -5.3161 -0.7888 -2.1496
H 0.9650 -5.9852 1.3939
H -6.7952 -1.3549 -4.0084
H -0.4419 -1.5697 -4.9029
H -6.4862 -0.6008 -5.5243
H -5.0813 2.2916 2.6369
H -2.5609 1.2658 -3.1944
H 0.3271 0.1500 2.4715
H 2.2905 -3.3764 0.8207
H 2.5591 -4.3515 -2.3721
H -4.9484 -0.6482 3.8115
H -0.2703 2.2628 -5.9878
H 1.9386 -7.3805 1.0405
H -3.4583 -2.6425 3.9148
H -3.1855 -0.9547 -1.4695
H 0.4085 1.3575 -3.3147
H 0.6450 -2.8580 3.8768
H 1.2720 -5.4219 -0.6706
H 0.5017 4.9332 6.8300
H -3.1531 -7.4102 -2.1460
H -0.6634 -2.7398 -3.5946
H 5.2229 -1.4707 -8.9056
H 6.8749 -2.0123 -8.9420
```



Record 2
# C39H101N7O13

A 8-piece molecular cluster, C39H101N7O13 overall (wB97M-V/def2-TZVPD, the OMol25 dataset).

Output
total energy: -79113.692 eV
SMILES: COC[C@H](C)N.COC[C@H](C)N.COCCNCCOC.COCCNCCOC.COCCNCCOC.COCCNCCOC.COCCNCCOC.CO
strongest force on any atom: 3.88 eV/A
energy relative to the best compared isomer or geometry (same formula, charge and spin): 138.5 kcal per mole

The geometry in XYZ format:
```
160
C39H101N7O13 (wB97M-V/def2-TZVPD)
O 9.3235 11.2072 -3.2111
O 4.3494 9.7616 -1.3221
O 6.5378 -7.1890 -0.6886
O -8.6989 -4.0670 0.4119
O -6.2533 -3.7779 -13.9048
O -4.1308 -3.2051 -9.0559
O -11.8628 -9.0387 3.1942
O -0.1543 0.8056 10.8450
O 0.0014 1.1107 1.5582
O 3.2810 -8.0888 4.0904
O 3.4129 4.4217 -3.0376
O -1.1407 6.8597 -0.2402
O 6.4946 1.6428 6.3401
N 0.4400 4.6423 -1.6732
N -6.7390 -4.5166 -10.4057
N -9.9858 -7.4847 0.3336
N -1.0493 0.5475 8.3512
N 6.8623 4.5069 7.2808
N 6.3951 11.8550 -2.4101
N 5.5636 -9.9255 1.7946
C -0.8102 5.2517 -2.0160
C 4.3960 -9.4185 2.4987
C 4.5314 -8.1532 3.3867
C -9.1025 -6.3409 0.3275
C 6.3646 -8.9211 1.1484
C -7.1778 -4.0005 -15.0139
C -9.8199 -4.9493 0.3201
C -5.9074 -4.1233 -11.5387
C 7.6810 12.3928 -1.8329
C -1.5588 1.7052 9.1868
C -6.3759 -4.8057 -12.9097
C 7.1313 4.1178 5.0298
C 4.2039 11.2019 -1.4164
C 5.1651 9.2540 -0.2333
C 5.8638 0.4015 6.3000
C -6.3306 -3.9533 -9.1037
C 6.1235 4.0850 6.1022
C 7.0421 -7.8404 -1.8336
C -0.0800 -0.0937 11.9553
C -1.1379 6.9840 1.1821
C -10.8731 -7.5881 1.5121
C -12.3183 -10.3749 3.5892
C 1.0123 4.0766 -2.9354
C -2.9508 2.0335 8.7770
C -0.9015 0.1230 1.2345
C 9.1176 10.7059 -4.5317
C 4.8062 4.1204 -2.9465
C 5.5971 -8.0624 0.0888
C -2.9448 -2.9830 -8.3137
C -11.2482 -8.9980 1.8863
C 5.3986 12.0985 -1.3405
C -4.9910 -4.2033 -8.4919
C 2.4369 3.4765 -2.8959
C 5.4627 2.7114 6.2635
C -1.4671 1.3565 10.6391
C -9.0114 -2.6994 0.2998
C 8.7287 12.4495 -2.9778
C -1.5387 5.5938 -0.7071
C 2.8618 -6.8790 4.6258
H -4.6725 -5.2327 -8.6561
H -0.8961 -0.8330 1.7581
H 4.7010 -7.3067 2.7213
H 0.3467 3.2853 -3.2803
H 0.0499 1.7002 0.8021
H 9.1933 11.3836 -5.3820
H -0.7089 -0.2294 0.2212
H -2.3789 -2.1307 -8.6897
H -9.9797 -2.4093 0.7076
H 6.5287 -0.3371 6.7477
H 5.1916 -10.5465 1.0904
H 3.4333 11.4900 -0.7014
H -2.2461 0.6724 10.9757
H -11.5212 -11.1167 3.5384
H 3.5793 -9.1431 1.8314
H 4.8938 -8.6391 -0.5120
H -12.5732 -10.1516 4.6252
H 6.4815 10.8578 -2.2753
H -9.4109 -8.3076 0.4456
H -0.2178 0.2014 8.8081
H 2.7124 2.9275 -1.9954
H 5.0445 3.1225 -3.3144
H -10.3749 -4.8074 -0.6072
H 6.2441 -7.9681 -2.5651
H -0.8493 -0.8613 11.8705
H 7.8025 3.2636 5.1185
H 7.8550 -7.2848 -2.3012
H 4.8398 2.7921 7.1543
H 1.0617 4.8652 -3.6862
H -1.3792 2.2899 11.1951
H 4.9139 8.2089 -0.0522
H 3.9893 -10.1708 3.1744
H 0.9023 -0.5293 12.1387
H 3.7319 -6.2671 4.8634
H -0.7115 7.9703 1.3650
H 4.6193 9.5756 0.6537
H -2.1613 7.1091 1.5358
H -7.1205 -3.1801 -15.7293
H -11.8364 -7.1163 1.3181
H 6.7392 4.0115 4.0183
H -8.3402 -6.3444 -0.4516
H 7.7477 5.0158 4.9865
H -8.1993 -4.1760 -14.6764
H -5.8238 -3.0471 -11.6901
H -9.2116 -2.4902 -0.7511
H 7.3877 -8.8083 -1.4706
H -1.4094 4.7590 -0.0182
H 9.5697 13.0654 -2.6592
H -8.6527 -6.5509 1.2978
H -7.0233 -4.4232 -8.4056
H -3.1930 2.9767 9.2667
H -0.7794 2.4419 8.9922
H 7.7316 4.8702 6.9169
H 5.4237 4.8195 -3.5105
H 2.2323 -6.2217 4.0259
H -0.9924 5.9833 -2.8033
H 5.6911 12.0460 -0.2918
H 4.9041 4.0569 -1.8628
H -7.7275 -4.5357 -10.6121
H -3.7066 1.3337 9.1336
H 4.9156 -7.4023 0.6253
H 4.8851 2.5976 5.3461
H 1.0028 5.4334 -1.3947
H 5.0853 13.1405 -1.4048
H -2.9417 2.2055 7.7007
H -10.4238 -4.7880 1.2130
H -4.9746 -4.0886 -7.4080
H -1.9367 0.4642 1.2309
H 7.6386 13.3944 -1.4049
H 8.1133 10.2843 -4.5740
H 7.1314 -9.5177 0.6543
H -5.7128 -5.6306 -13.1703
H 8.0059 11.7282 -1.0323
H -1.3739 4.4431 -2.4813
H 7.0410 -8.2910 1.7259
H -8.1986 -2.0048 0.5117
H 5.2669 4.7259 5.8933
H -3.1170 -2.6855 -7.2794
H 6.2381 9.3506 -0.3988
H -10.5382 -7.1660 2.4596
H 4.9102 0.3542 6.8258
H -6.5634 -2.8909 -9.0323
H -4.8840 -4.4858 -11.4427
H 2.6733 2.7483 -3.6717
H 3.7017 11.3868 -2.3660
H 2.4425 -7.1966 5.5805
H -10.3310 -9.5836 1.8239
H 5.3710 -8.1141 4.0807
H -13.1731 -10.7130 3.0034
H 5.6548 0.0800 5.2797
H 7.1432 3.6808 7.7894
H -0.0966 0.4552 12.8968
H 8.2624 13.0260 -3.7768
H 9.8218 9.8889 -4.6892
H -0.8416 0.8941 7.4256
H -2.6203 5.4985 -0.8027
H -7.3990 -5.1801 -12.8781
H -2.3105 -3.8511 -8.1343
H -12.0045 -9.3419 1.1808
H -6.7825 -4.8555 -15.5624
H -0.5514 6.2577 1.7447
```